No. 1
This record from the Open Molecules 2025 dataset describes an isolated molecule of C6H8F2 at a distorted geometry. The level of theory is ωB97M-V/def2-TZVPD.

Each line ends with the Mulliken charge.
Element x y z (Å)
1 F -1.090 -0.014 -1.780  -0.354
2 F 0.371 -1.667 -1.574  -0.316
3 C 1.424 0.954 0.099  -0.483
4 C -1.699 -0.346 0.995  -1.100
5 C -0.260 -0.632 0.584  0.022
6 C 1.190 0.501 -1.296  -0.875
7 C 0.668 0.401 1.046  -0.382
8 C 0.047 -0.517 -1.137  0.914
9 H -1.681 0.388 1.690  0.379
10 H 2.058 0.120 -1.687  0.355
11 H 0.738 0.458 2.177  0.309
12 H 1.994 1.870 0.242  0.377
13 H 0.817 1.316 -1.930  0.310
14 H -2.344 0.083 0.117  0.268
15 H 0.088 -1.646 0.973  0.337
16 H -2.319 -1.269 1.480  0.238

The value obtained for the HOMO energy is -9.6 eV. The SMILES is C[C@@H]1C=CCC1(F)F. For the total energy, the calculation gives -433.0939 a.u. The gap between HOMO and LUMO comes out at 0.390 Eh.

=====

No. 2
This record from the Open Molecules 2025 dataset describes an isolated molecule of C6H8F2 at a distorted geometry. The level of theory is ωB97M-V/def2-TZVPD.

Each line ends with the Mulliken charge.
Element x y z (Å)
1 F 1.461 1.451 -0.196  -0.272
2 F 0.267 -1.798 -0.412  -0.331
3 C -1.403 1.435 -0.097  -1.163
4 C 2.651 -0.578 0.130  -1.046
5 C -1.316 0.006 -0.217  0.668
6 C -2.293 -0.853 0.130  -0.990
7 C 0.109 -0.489 -0.187  0.267
8 C 1.262 0.129 -0.021  0.557
9 H 3.070 -0.218 1.085  0.281
10 H -1.062 1.952 -1.077  0.271
11 H -2.155 -1.993 0.494  0.150
12 H -0.880 1.885 0.789  0.276
13 H 3.552 -0.210 -0.634  0.250
14 H 2.520 -1.607 0.087  0.338
15 H -3.313 -0.757 0.253  0.360
16 H -2.473 1.645 -0.127  0.384

The value obtained for the HOMO energy is -8.7 eV. The SMILES is C=C(C)/C(F)=C(/C)F. For the total energy, the calculation gives -433.0472 a.u. The gap between HOMO and LUMO comes out at 0.347 Eh.

=====

No. 3
This record from the Open Molecules 2025 dataset describes a cluster of 2 separate species, C6H8FN3O2 in total at a distorted geometry. The level of theory is ωB97M-V/def2-TZVPD.

Each line ends with the Mulliken charge.
Element x y z (Å)
1 F 0.268 -4.168 -1.154  -0.122
2 O -1.853 -1.672 -0.822  -0.603
3 O -0.901 -4.474 -0.483  -0.311
4 N 0.732 1.234 -3.049  -0.397
5 N -0.697 -0.111 -1.902  -0.642
6 N -0.438 -0.440 0.414  0.138
7 C 0.603 1.360 -0.601  -0.846
8 C -1.125 -0.770 -0.841  0.431
9 C -0.566 -0.713 2.900  -0.989
10 C -0.753 -1.125 1.598  0.430
11 C 0.289 0.664 0.514  0.010
12 C 0.170 0.881 -1.876  0.844
13 H 1.325 2.088 -0.523  0.366
14 H 0.765 0.876 1.453  0.203
15 H -1.297 -3.563 -0.204  0.419
16 H -0.002 0.290 3.087  0.164
17 H -1.328 -2.083 1.565  0.114
18 H 0.443 0.618 -3.813  0.269
19 H -0.982 -1.385 3.623  0.295
20 H 1.207 2.104 -3.141  0.227

The value obtained for the HOMO energy is -8.9 eV. The SMILES is C=Cn1ccc(N)nc1=O.OF. For the total energy, the calculation gives -647.8945 a.u. The gap between HOMO and LUMO comes out at 0.328 Eh.

=====

No. 4
This record from the Open Molecules 2025 dataset describes a cluster of 2 separate species, C6H8FNO in total at a distorted geometry. The level of theory is ωB97M-V/def2-TZVPD.

Each line ends with the Mulliken charge.
Element x y z (Å)
1 F -1.304 0.803 -2.225  -0.212
2 O -1.674 -2.016 0.696  -0.463
3 N 1.662 -1.042 -1.234  -0.492
4 C -1.148 1.232 1.071  -1.489
5 C 1.175 0.076 1.382  -1.142
6 C -0.290 -0.085 0.938  0.009
7 C 0.705 -0.504 -1.780  0.543
8 C -0.244 0.020 -2.568  -0.399
9 C -0.951 -1.117 0.729  0.899
10 H 1.821 -2.031 -1.109  0.287
11 H 1.497 0.932 0.797  0.379
12 H -2.202 1.060 1.456  0.348
13 H -0.659 1.823 1.745  0.455
14 H 1.119 0.042 2.510  0.387
15 H -1.168 1.800 0.220  0.354
16 H 1.694 -0.876 1.035  0.252
17 H -0.033 -0.117 -3.663  0.284

The value obtained for the HOMO energy is -8.5 eV. The SMILES is CC(C)=C=O.N=C=CF. For the total energy, the calculation gives -463.1287 a.u. The gap between HOMO and LUMO comes out at 0.332 Eh.

=====

No. 5
This record from the Open Molecules 2025 dataset describes an isolated molecule of C6H8FNS at a distorted geometry. The level of theory is ωB97M-V/def2-TZVPD.

Each line ends with the Mulliken charge.
Element x y z (Å)
1 S -4.251 -0.550 0.000  -0.129
2 F -3.575 2.029 -0.209  -0.220
3 N -1.817 -1.458 -0.043  -0.362
4 C -1.361 -0.307 -0.140  -0.223
5 C -0.072 0.295 -0.509  0.947
6 C 1.034 -0.751 -0.534  -1.355
7 C 0.248 1.390 0.578  -1.232
8 C -3.236 0.717 -0.140  0.088
9 C -3.122 -1.729 0.184  -0.188
10 H -3.287 -2.798 0.485  0.376
11 H -0.081 0.860 -1.542  0.290
12 H 1.321 1.513 0.788  0.358
13 H -0.248 1.393 1.541  0.363
14 H 0.897 -1.361 0.463  0.284
15 H 0.836 -1.487 -1.242  0.411
16 H 2.054 -0.275 -0.870  0.338
17 H -0.127 2.454 0.130  0.254

The value obtained for the HOMO energy (alpha / beta) is -7.5 / -7.5 eV. For the total energy, the calculation gives -786.0351 a.u. The gap between HOMO and LUMO (alpha / beta) comes out at 0.293 / 0.293 Eh.

=====

No. 6
This record from the Open Molecules 2025 dataset describes a structure of composition C6H8IrO5 at a distorted geometry. The level of theory is ωB97M-V/def2-TZVPD.

Each line ends with the Mulliken charge.
Element x y z (Å)
1 Ir 1.703 -1.348 2.197  1.286
2 O 0.233 1.883 1.249  -0.263
3 O 0.145 -1.558 0.656  -0.369
4 O -1.096 -0.879 -0.944  -0.279
5 O 1.755 1.463 -0.281  -0.261
6 O 1.858 0.415 1.692  -0.551
7 C -1.482 -2.284 -0.817  -0.354
8 C 0.878 2.399 -0.930  -0.235
9 C -0.211 -0.520 -0.086  0.287
10 C -0.554 -2.790 0.275  -0.268
11 C -0.216 2.647 0.117  -0.241
12 C 1.246 1.121 0.885  0.774
13 H -2.543 -2.310 -0.550  0.316
14 H 1.456 3.295 -1.177  0.332
15 H -1.057 -3.153 1.175  0.310
16 H 0.493 1.922 -1.837  0.276
17 H -1.193 2.258 -0.191  0.267
18 H 0.203 -3.502 -0.066  0.317
19 H -0.301 3.693 0.425  0.336
20 H -1.318 -2.754 -1.791  0.320

The value obtained for the HOMO energy (alpha / beta) is -17.8 / -18.8 eV. For the total energy, the calculation gives -712.9665 a.u. The total charge is +2. Its multiplicity is 6. The gap between HOMO and LUMO (alpha / beta) comes out at 0.379 / 0.228 Eh. As for the expectation value of S²: 8.755.

=====

No. 7
This record from the Open Molecules 2025 dataset describes a structure of composition C6H8Li2O5 at a distorted geometry. The level of theory is ωB97M-V/def2-TZVPD.

Each line ends with the Mulliken charge.
Element x y z (Å)
1 O 1.110 -0.303 0.255  -0.924
2 O -2.158 0.727 0.927  -1.084
3 O -1.116 1.272 -1.078  -0.408
4 O -0.314 2.021 0.917  -0.631
5 O -0.722 -1.492 0.526  -0.949
6 C 2.789 -3.774 -0.246  -0.715
7 C -0.898 2.664 -1.191  -0.364
8 C -1.020 0.889 0.298  1.195
9 C 2.822 -2.664 -1.017  -0.358
10 C 0.114 2.922 -0.089  -0.374
11 C -0.145 -0.390 0.346  0.747
12 Li -1.913 2.117 2.099  0.868
13 Li 1.056 -2.289 0.734  0.889
14 H 0.091 3.945 0.306  0.308
15 H 3.531 -1.862 -0.791  0.228
16 H 2.180 -2.599 -1.901  0.255
17 H 2.164 -4.624 -0.532  0.307
18 H 3.486 -3.890 0.590  0.304
19 H -0.525 2.889 -2.197  0.296
20 H -1.832 3.224 -1.016  0.212
21 H 1.136 2.671 -0.413  0.199

The value obtained for the HOMO energy is -8.0 eV. For the total energy, the calculation gives -624.7576 a.u. The gap between HOMO and LUMO comes out at 0.283 Eh.

=====

No. 8
This record from the Open Molecules 2025 dataset describes the ion C6H8N with charge +1 at a distorted geometry. The level of theory is ωB97M-V/def2-TZVPD.

Each line ends with the Mulliken charge.
Element x y z (Å)
1 N -0.827 0.206 -0.093  0.006
2 C -2.301 0.130 -0.007  -0.724
3 C 2.235 0.056 -0.169  -0.310
4 C 0.200 0.809 0.690  0.088
5 C 0.149 -0.664 0.466  0.146
6 C 1.428 -1.057 -0.119  -0.940
7 C 1.450 1.181 0.088  -0.365
8 H 1.746 2.203 -0.039  0.413
9 H -0.418 -1.501 0.984  0.404
10 H -2.633 0.577 -0.940  0.298
11 H -0.731 0.283 -1.188  0.361
12 H -2.753 0.512 0.920  0.321
13 H -2.448 -0.946 -0.041  0.358
14 H 3.225 0.236 -0.482  0.451
15 H 1.677 -2.026 -0.070  0.494

The value obtained for the HOMO energy is -14.1 eV. The SMILES is C[N@H+]1C2=CC=C[C@@H]21. For the total energy, the calculation gives -287.7327 a.u. The total charge is +1. The gap between HOMO and LUMO comes out at 0.302 Eh.

=====

No. 9
This record from the Open Molecules 2025 dataset describes a structure of composition C6H8N at a distorted geometry. The level of theory is ωB97M-V/def2-TZVPD.

Each line ends with the Mulliken charge.
Element x y z (Å)
1 N 0.925 0.202 -0.374  0.056
2 C 1.063 1.358 0.515  -0.535
3 C -0.180 1.843 0.239  -0.229
4 C -1.330 -0.441 -0.805  -0.420
5 C 0.645 -1.059 0.396  -0.415
6 C -0.405 0.893 -0.801  -0.034
7 C -0.759 -1.484 0.181  -0.505
8 H -2.385 -0.237 -0.628  0.411
9 H 0.791 -0.781 1.456  0.282
10 H 1.934 1.601 1.090  0.487
11 H 1.618 0.080 -1.113  0.377
12 H -1.246 -0.847 -1.819  0.287
13 H -1.338 -2.001 0.921  0.386
14 H -0.716 2.710 0.567  0.432
15 H 1.382 -1.837 0.174  0.420

The value obtained for the HOMO energy (alpha / beta) is -12.9 / -13.9 eV. For the total energy, the calculation gives -287.7234 a.u. The total charge is +1. The gap between HOMO and LUMO (alpha / beta) comes out at 0.256 / 0.356 Eh.

=====

No. 10
This record from the Open Molecules 2025 dataset describes the ion C6H8N with charge +1 at a distorted geometry. The level of theory is ωB97M-V/def2-TZVPD.

Each line ends with the Mulliken charge.
Element x y z (Å)
1 N -1.386 1.219 -0.018  -0.158
2 C 2.069 -0.192 -0.041  0.447
3 C -0.327 -1.161 -0.650  -0.513
4 C 0.786 -0.341 -0.086  0.430
5 C -0.683 0.021 0.282  -0.182
6 C -1.128 -1.358 0.686  -0.699
7 C 3.386 -0.009 0.084  -0.961
8 H 3.918 -0.562 0.805  0.286
9 H 3.722 0.823 -0.513  0.243
10 H -1.120 1.523 -0.891  0.362
11 H -1.168 2.003 0.692  0.399
12 H -2.079 -1.731 0.646  0.338
13 H -0.613 -1.932 1.460  0.230
14 H -0.450 -1.442 -1.650  0.389
15 H -2.373 0.972 -0.179  0.389

The value obtained for the HOMO energy is -12.9 eV. The SMILES is C=C=C1[C@H]2C[C@]12[NH3+]. For the total energy, the calculation gives -287.7287 a.u. The total charge is +1. The gap between HOMO and LUMO comes out at 0.330 Eh.